Record 1
Molecular formula: H2IMnO
Method: DFT, ωB97M-V/def2-TZVPD

The molecular weight comes out at 199.86 g mol⁻¹. Its total charge is +1. For the total energy, the calculation gives -41491.9369 eV. As for the LUMO energy (alpha / beta): -7.974 / -7.885 eV. Its spin multiplicity is 6.

XYZ file:
```
5
Properties=species:S:1:pos:R:3:forces:R:3
Mn 7.6564 22.3503 -20.4222 0.7 -2.3 -0.4
I 8.4817 19.6896 -20.8326 -0.6 2.3 0.6
O 7.3511 18.5327 -23.9896 -0.2 0.2 0.0
H 7.8853 18.4500 -23.1997 0.1 -0.1 0.1
H 7.6462 17.8188 -24.5548 0.0 -0.2 -0.3
```
Forces are in eV/Å.

***

Record 2
Molecular formula: H2IO
Method: DFT, ωB97M-V/def2-TZVPD

The molecular weight comes out at 144.92 g mol⁻¹. Its total charge is -1. For the total energy, the calculation gives -10183.2285 eV. As for the LUMO energy: 4.046 eV.

XYZ file:
```
4
Properties=species:S:1:pos:R:3:forces:R:3
O -0.5253 -0.2325 -1.2594 0.1 0.4 0.7
H -0.9867 -0.3846 -0.4037 0.8 0.2 -0.7
H 0.2446 0.3352 -1.0287 -0.8 -0.7 0.1
I 1.2675 0.2819 2.6918 -0.1 0.0 -0.1
```
Forces are in eV/Å.

***

Record 3
Molecular formula: H2KO
Method: DFT, ωB97M-V/def2-TZVPD

The molecular weight comes out at 57.11 g mol⁻¹. Its total charge is +1. For the total energy, the calculation gives -18399.6759 eV. As for the LUMO energy: -4.421 eV.

XYZ file:
```
4
Properties=species:S:1:pos:R:3:forces:R:3
O -1.5767 2.4236 0.0741 0.9 0.1 -0.9
H -1.0644 3.2521 0.2133 -0.6 -0.7 -0.1
H -1.7437 2.3951 -0.8952 -0.1 0.4 0.9
K 0.0540 -0.0842 -0.0007 -0.2 0.2 0.1
```
Forces are in eV/Å.

***

Record 4
Molecular formula: H2KO
Method: DFT, ωB97M-V/def2-TZVPD

The molecular weight comes out at 57.11 g mol⁻¹. Its total charge is +1. For the total energy, the calculation gives -18399.8289 eV. As for the LUMO energy: -4.228 eV.

XYZ file:
```
4
Properties=species:S:1:pos:R:3:forces:R:3
O -0.1906 0.0928 -0.3059 -1.4 -0.3 -0.3
H -0.6966 -0.7489 -0.2441 0.3 0.8 -0.3
H -0.8363 0.7448 -0.6611 0.6 -0.6 0.3
K 1.7236 -0.0888 1.2111 0.5 0.1 0.3
```
Forces are in eV/Å.

***

Record 5
Molecular formula: H2N2O2S
Method: DFT, ωB97M-V/def2-TZVPD

The molecular weight comes out at 94.09 g mol⁻¹. For the total energy, the calculation gives -17940.0043 eV. As for the LUMO energy: -0.491 eV.

XYZ file:
```
7
Properties=species:S:1:pos:R:3:forces:R:3
N -0.1945 2.4389 2.1005 1.0 0.1 -0.2
N 0.8912 2.6508 2.2201 1.4 0.2 0.5
O -2.4751 3.2242 2.5833 -0.6 0.7 0.5
O -0.6082 0.2978 0.2700 0.8 0.7 0.0
S -1.7479 2.2619 1.7558 -2.2 -0.6 -0.4
H -0.5282 -0.6531 0.3066 0.2 -0.4 0.1
H 0.2795 0.6646 0.4559 -0.6 -0.7 -0.4
```
Forces are in eV/Å.

***

Record 6
Molecular formula: H2N2O2S
Method: DFT, ωB97M-V/def2-TZVPD

The molecular weight comes out at 94.09 g mol⁻¹. The SMILES is NS[N+](=O)[O-]. For the total energy, the calculation gives -17937.7577 eV. As for the LUMO energy (alpha / beta): -1.369 / -1.370 eV.

XYZ file:
```
7
Properties=species:S:1:pos:R:3:forces:R:3
N 0.0094 0.2066 0.0412 -4.3 -1.1 -0.5
S -1.8052 -1.0356 0.0350 1.8 1.7 0.2
N -3.1943 0.2233 -0.0759 0.8 -0.8 0.4
O -2.8265 1.2892 -0.4658 -0.1 1.0 -0.3
O -4.3026 -0.1010 0.2640 0.7 -0.3 -0.2
H -0.6023 0.9623 0.4522 1.1 -0.4 -0.5
H 0.0061 0.4140 -0.9860 -0.1 -0.1 0.9
```
Forces are in eV/Å.

***

Record 7
Molecular formula: H2N2O3
Method: DFT, ωB97M-V/def2-TZVPD

The molecular weight comes out at 78.03 g mol⁻¹. The SMILES is O=NN(O)O. For the total energy, the calculation gives -9149.3507 eV. As for the LUMO energy: -0.079 eV.

XYZ file:
```
7
Properties=species:S:1:pos:R:3:forces:R:3
O -0.2630 -1.1316 -1.6922 0.1 2.4 1.3
N -0.4116 -0.0070 -1.2459 -0.1 -2.2 -1.1
N 0.1003 0.2110 0.0505 0.4 -0.4 -2.2
O 0.3379 -0.9213 0.7779 -3.2 0.2 0.8
O -0.7636 1.0480 0.6420 -1.0 0.2 0.9
H 1.2287 -1.0012 0.6146 3.5 -0.9 -0.2
H -0.2288 1.8022 0.8530 0.3 0.8 0.4
```
Forces are in eV/Å.

***

Record 8
Molecular formula: H2N2O3S
Method: DFT, ωB97M-V/def2-TZVPD

The molecular weight comes out at 110.09 g mol⁻¹. The SMILES is O=[N+]([O-])ONS. For the total energy, the calculation gives -19983.6330 eV. As for the LUMO energy: 0.227 eV.

XYZ file:
```
8
Properties=species:S:1:pos:R:3:forces:R:3
O 0.9494 0.7862 1.1011 0.4 0.2 1.4
N 0.6702 1.2212 0.0174 0.4 -2.1 0.8
O 0.7959 2.2927 -0.4126 -0.1 2.4 -0.9
O 0.2365 0.2945 -0.8736 -1.3 -1.7 -1.2
N 0.1063 -1.1687 -0.2842 0.7 2.3 -0.8
S -1.3497 -1.3353 0.6143 -1.4 0.8 -1.8
H 0.8776 -0.9268 0.3690 -0.6 -1.4 0.5
H -2.2861 -1.1638 -0.5313 1.9 -0.6 1.9
```
Forces are in eV/Å.